<w>
Computed, not measured: a cluster of 9 separate species, C9H36N10O9 in total, with wB97M-V/def2-TZVPD.

Spin multiplicity: 1
SMILES string: NC(N)=O.NC(N)=O.NC(N)=O.NC(N)=O.NC(N)=O.CO.CO.CO.CO
HOMO-LUMO gap, eV: 8.74

Each line ends with the Löwdin charge.
Geometry (Å):
N -0.38 -0.86 3.21  0.18
C 0.28 0.18 3.61  -0.83
N -0.23 1.22 3.16  0.19
O 1.32 0.15 4.26  0.02
H -1.23 -0.77 2.67  0.06
H -0.12 -1.77 3.57  0.12
H -1.07 1.21 2.60  0.08
H 0.24 2.07 3.45  0.12
N 1.12 -2.95 -2.46  0.17
C 0.08 -3.43 -3.15  -0.74
N 0.40 -3.74 -4.34  0.17
O -1.06 -3.41 -2.66  -0.02
H 1.93 -2.86 -3.05  0.07
H 1.08 -2.29 -1.70  0.04
H 1.29 -3.42 -4.69  0.12
H -0.23 -4.22 -4.96  0.13
N -1.13 -1.09 -0.50  0.22
C -0.09 -0.32 -0.53  -0.67
N -0.31 0.88 -0.01  0.21
O 1.05 -0.69 -0.89  -0.04
H -1.85 -0.90 0.17  0.09
H -1.03 -1.95 -1.04  0.08
H 0.51 1.44 0.15  0.12
H -1.25 1.20 0.19  0.08
N 2.94 0.62 -3.44  0.19
C 3.78 -0.19 -3.81  -0.89
N 4.75 0.48 -4.22  0.18
O 3.64 -1.41 -3.74  0.03
H 2.79 1.44 -4.01  0.14
H 2.14 0.09 -3.13  0.12
H 4.94 1.43 -3.94  0.13
H 5.52 -0.17 -4.37  0.13
N -4.92 1.19 2.68  0.19
C -4.05 0.23 2.60  -0.76
N -4.25 -0.75 3.43  0.18
O -3.01 0.27 1.99  0.00
H -5.74 0.92 3.20  0.12
H -4.72 2.14 2.37  0.13
H -3.57 -1.49 3.52  0.13
H -4.95 -0.76 4.15  0.12
C 4.19 0.01 -0.08  -0.17
O 3.13 0.91 -0.30  -0.14
H 4.02 -0.66 0.76  0.07
H 4.41 -0.58 -0.97  0.07
H 5.10 0.57 0.15  0.07
H 2.45 0.40 -0.74  -0.01
C -1.00 4.50 1.78  -0.16
O 0.31 4.27 2.27  -0.12
H -1.71 4.62 2.60  0.07
H -1.08 5.29 1.03  0.08
H -1.38 3.59 1.33  0.06
H 0.68 5.11 2.54  0.08
C -4.57 2.68 -1.09  -0.18
O -3.65 1.73 -0.69  -0.12
H -4.12 3.67 -0.94  0.08
H -5.02 2.60 -2.08  0.08
H -5.35 2.62 -0.34  0.07
H -4.21 0.95 -0.62  0.08
C 1.82 -3.34 0.70  -0.17
O 2.77 -3.73 1.67  -0.13
H 1.45 -2.36 1.00  0.06
H 2.39 -3.16 -0.22  0.06
H 1.12 -4.12 0.41  0.09
H 3.62 -3.32 1.48  0.07



<x>
Computed, not measured: a cluster of 9 separate species, C9H36N10O9 in total, with wB97M-V/def2-TZVPD.

Spin multiplicity: 1
SMILES string: NC(N)=O.NC(N)=O.NC(N)=O.NC(N)=O.NC(N)=O.CO.CO.CO.CO
HOMO-LUMO gap, eV: 8.53

Each line ends with the Löwdin charge.
Geometry (Å):
N 1.65 2.81 1.90  0.15
C 2.84 2.30 1.73  -0.59
N 3.37 1.76 2.79  0.14
O 3.45 2.22 0.48  -0.11
H 1.23 3.43 1.23  0.14
H 1.10 2.62 2.82  0.09
H 4.12 1.06 2.73  0.15
H 3.23 2.08 3.74  0.13
N 3.08 -0.26 -3.57  0.16
C 3.05 0.55 -2.56  -0.63
N 4.17 0.70 -1.92  0.18
O 1.91 1.17 -2.18  -0.10
H 2.15 -0.32 -4.04  0.14
H 3.95 -0.64 -4.00  0.14
H 4.02 1.21 -1.06  0.06
H 5.13 0.58 -2.21  0.12
N 0.85 -1.64 -0.30  0.20
C 0.62 -1.97 -1.55  -0.57
N 0.94 -3.23 -1.70  0.17
O 0.09 -1.19 -2.53  -0.11
H 0.62 -0.67 -0.07  0.07
H 1.41 -2.27 0.20  0.07
H 0.87 -3.66 -2.61  0.12
H 1.28 -3.80 -0.94  0.12
N -1.25 0.61 -1.04  0.22
C -0.84 1.28 -0.03  -0.55
N 0.46 1.16 0.02  0.12
O -1.66 1.84 0.95  -0.16
H -2.28 0.55 -1.04  0.09
H -0.64 0.12 -1.63  0.03
H 0.98 1.60 0.83  0.08
H 0.99 1.08 -0.86  0.05
N 0.29 2.10 4.19  0.10
C -0.97 2.42 4.39  -0.64
N -1.80 1.80 3.68  0.18
O -1.29 3.21 5.48  -0.15
H 0.97 2.45 4.88  0.14
H 0.55 1.18 3.78  0.08
H -2.83 1.90 3.90  0.16
H -1.69 1.55 2.70  0.06
C -4.25 1.05 -0.13  -0.15
O -4.13 0.43 -1.40  -0.09
H -3.94 0.43 0.65  0.06
H -5.25 1.29 0.19  0.08
H -3.76 2.00 -0.07  0.07
H -4.88 -0.05 -1.54  0.04
C -3.05 -2.66 -1.05  -0.14
O -2.36 -3.84 -0.59  -0.13
H -3.60 -2.90 -1.97  0.09
H -2.28 -1.97 -1.32  0.02
H -3.63 -2.20 -0.19  0.10
H -2.00 -4.17 -1.39  0.04
C 1.77 -1.49 3.06  -0.13
O 1.52 -0.14 3.26  -0.13
H 1.80 -1.79 2.01  0.06
H 1.08 -2.13 3.53  0.07
H 2.73 -1.77 3.62  0.11
H 2.31 0.35 3.04  0.01
C -2.35 -1.15 -4.29  -0.17
O -1.57 -2.22 -4.79  -0.16
H -2.37 -1.18 -3.19  0.03
H -3.35 -1.36 -4.60  0.06
H -1.97 -0.17 -4.68  0.10
H -0.59 -2.06 -4.70  0.07



Which is most stable? The ranking, best first, is <w>, <x>.



<w>
Computed, not measured: an isolated molecule of CH3NO2S, with wB97M-V/def2-TZVPD.

Spin multiplicity: 1
HOMO-LUMO gap (spin up / spin down), eV: 8.51 / 8.13

Each line ends with the Löwdin charge.
Geometry (Å):
C 0.74 0.08 0.21  -0.10
N -0.55 0.70 0.15  -0.62
O -0.80 1.88 0.13  -0.04
O -1.25 -1.77 -0.47  -0.54
S -1.59 -0.33 -0.57  1.01
H 0.98 -1.01 0.44  0.11
H 1.45 0.50 0.93  0.10
H 1.02 -0.06 -0.82  0.09



<x>
Computed, not measured: an isolated molecule of CH3NO2S, with wB97M-V/def2-TZVPD.

Spin multiplicity: 1
SMILES string: O=NSCO
HOMO-LUMO gap, eV: 8.90

Each line ends with the Löwdin charge.
Geometry (Å):
O 1.39 3.32 0.46  -0.12
N 1.00 2.17 0.44  -0.55
S 1.84 0.94 -0.12  0.97
C 0.30 -0.24 0.05  -0.47
O -0.49 -0.16 -1.03  -0.07
H 0.53 -1.26 0.30  0.08
H -0.30 0.18 0.88  0.09
H -0.64 0.79 -1.06  0.07



<y>
Computed, not measured: an isolated molecule of CH3NO2S, with wB97M-V/def2-TZVPD.

Spin multiplicity: 1
SMILES string: O=C(O)NS
HOMO-LUMO gap, eV: 9.49

Each line ends with the Löwdin charge.
Geometry (Å):
O 0.81 2.04 -1.10  0.04
C 1.23 0.98 -0.55  -0.51
O 2.52 0.68 -0.57  0.09
N 0.55 -0.24 0.29  -0.37
S -1.22 0.00 0.45  0.67
H 2.55 -0.17 -0.04  0.13
H 0.80 -1.15 -0.18  0.08
H -1.34 1.08 1.31  -0.12



<z>
Computed, not measured: an isolated molecule of CH3NO2S, with wB97M-V/def2-TZVPD.

Spin multiplicity: 1
HOMO-LUMO gap, eV: 9.09

Each line ends with the Löwdin charge.
Geometry (Å):
C -1.13 0.90 -0.16  -0.27
N 1.45 -0.17 0.30  -0.20
O -2.29 1.19 0.25  -0.03
O -0.60 -1.43 -0.99  -0.50
S -0.26 -0.80 0.26  0.88
H -0.87 1.21 -1.13  0.07
H 2.16 -0.97 0.23  0.07
H 1.53 0.07 1.25  -0.02



Which is most stable? The ranking, best first, is <y>, <z>, <x>, <w>.